Run one
The following is a quantum chemistry calculation of a cluster of 2 separate species, C2H2BrP in total, from OMol25.

XYZ file:
```
6
Properties=species:S:1:pos:R:3
C 0.80 -0.36 -0.47
C 0.50 0.23 0.67
P -0.37 -1.34 0.37
Br -3.01 0.48 -0.35
H 1.38 -0.25 -1.43
H 0.71 1.24 1.21
```

lowest unoccupied orbital energy	-2.02	eV
HOMO	-8.541	eV
molar mass	136.92	g mol⁻¹

List of Löwdin charges in e, atom by atom: number 1, C, carries -0.416; number 2, C, carries -0.331; number 3, P, carries 0.989; number 4, Br, carries -0.468; number 5, H, carries 0.097; number 6, H, carries 0.129


Run two
The following is a quantum chemistry calculation of a cluster of 2 separate species, C2H2BrP in total, from OMol25.

XYZ file:
```
6
Properties=species:S:1:pos:R:3
C 0.69 -0.30 0.02
C -0.56 -0.68 -0.13
P 0.51 -0.99 -1.59
Br -0.17 2.73 0.38
H 1.15 0.01 0.95
H -1.61 -0.79 0.38
```

lowest unoccupied orbital energy (alpha / beta)	-3.09 / -1.88	eV
HOMO (alpha / beta)	-7.622 / -8.977	eV
molar mass	136.92	g mol⁻¹

List of Löwdin charges in e, atom by atom: number 1, C, carries -0.531; number 2, C, carries -0.356; number 3, P, carries 1.007; number 4, Br, carries -0.297; number 5, H, carries 0.050; number 6, H, carries 0.127


Which structure loses on stability? run two does.


Run one
The following is a quantum chemistry calculation of a structure of composition C5H5N, from OMol25.

XYZ file:
```
11
Properties=species:S:1:pos:R:3
C 1.02 -0.58 -0.09
C -0.26 -1.30 -0.11
C 0.44 0.74 -0.73
C -0.76 0.15 -0.05
C 0.43 0.94 0.78
N 1.30 -0.08 1.08
H -0.51 -1.73 -1.12
H -0.43 -1.89 0.79
H 0.30 1.37 -1.57
H -1.66 0.44 -0.37
H 0.13 1.94 1.39
```

<S²>	2.008
lowest unoccupied orbital energy (alpha / beta)	1.09 / -0.98	eV
HOMO (alpha / beta)	-6.896 / -10.044	eV
molar mass	79.10	g mol⁻¹
spin multiplicity	3

Löwdin population analysis, charges in e, atoms 1 to 8: number 1, C, carries -0.284; number 2, C, carries -0.091; number 3, C, carries -0.057; number 4, C, carries -0.151; number 5, C, carries -0.207; number 6, N, carries 0.168; number 7, H, carries 0.134; number 8, H, carries 0.110


Run two
The following is a quantum chemistry calculation of the molecule C5H5N, from OMol25.

XYZ file:
```
11
Properties=species:S:1:pos:R:3
C -0.13 -0.51 0.10
C 1.07 0.17 0.21
C 2.08 0.87 -0.09
C -1.45 -0.01 -0.41
C -1.47 -1.27 0.48
N 2.98 1.71 -0.20
H -1.72 1.01 -0.24
H -1.81 -0.23 -1.41
H -1.71 -2.08 -0.18
H -1.72 -1.13 1.52
H 3.89 1.48 0.22
```

<S²>	2.024
lowest unoccupied orbital energy (alpha / beta)	0.97 / -2.07	eV
HOMO (alpha / beta)	-6.262 / -8.968	eV
molar mass	79.10	g mol⁻¹
spin multiplicity	3

Löwdin population analysis, charges in e, atoms 1 to 8: number 1, C, carries -0.175; number 2, C, carries 0.043; number 3, C, carries -0.217; number 4, C, carries -0.144; number 5, C, carries -0.043; number 6, N, carries 0.106; number 7, H, carries 0.090; number 8, H, carries 0.088


Which structure loses on stability? run one does.


Run one
The following is a quantum chemistry calculation of a cluster of 2 separate species, C2H5O3 in total, from OMol25.

XYZ file:
```
10
Properties=species:S:1:pos:R:3
O 1.08 -1.61 2.06
H 1.98 -1.27 1.86
H 0.50 -1.21 1.37
O 0.12 1.48 0.72
O -0.62 -0.53 0.56
C -0.30 0.58 0.06
C -0.63 0.66 -1.38
H -1.66 0.28 -1.53
H 0.08 -0.04 -1.85
H -0.54 1.64 -1.87
```

lowest unoccupied orbital energy	4.40	eV
net charge	-1
HOMO	-4.111	eV
molar mass	77.06	g mol⁻¹

Löwdin population analysis, charges in e, atoms 1 to 8: number 1, O, carries -0.143; number 2, H, carries 0.018; number 3, H, carries -0.061; number 4, O, carries 0.004; number 5, O, carries -0.108; number 6, C, carries -0.851; number 7, C, carries -0.059; number 8, H, carries 0.069


Run two
The following is a quantum chemistry calculation of a cluster of 2 separate species, C2H5O3 in total, from OMol25.

XYZ file:
```
10
Properties=species:S:1:pos:R:3
O -0.18 -0.69 1.11
C -0.28 0.57 0.96
O -0.75 1.34 1.80
C 0.50 1.32 -0.22
H 1.06 0.42 -0.73
H -0.20 1.54 -1.00
H 1.24 2.02 0.18
H -0.47 -1.93 0.05
H -0.25 -2.07 -1.43
O -0.67 -2.50 -0.72
```

lowest unoccupied orbital energy	4.29	eV
net charge	-1
HOMO	-4.197	eV
molar mass	77.06	g mol⁻¹

Löwdin population analysis, charges in e, atoms 1 to 8: number 1, O, carries -0.123; number 2, C, carries -0.743; number 3, O, carries -0.080; number 4, C, carries -0.046; number 5, H, carries 0.074; number 6, H, carries 0.031; number 7, H, carries 0.051; number 8, H, carries -0.034


Run three
The following is a quantum chemistry calculation of a cluster of 2 separate species, C2H5O3 in total, from OMol25.

XYZ file:
```
10
Properties=species:S:1:pos:R:3
O -0.05 0.54 -0.38
C 0.30 -0.41 0.36
O 1.05 -1.37 0.09
C -0.33 -0.41 1.76
H -1.29 -0.92 1.68
H 0.24 -0.99 2.49
H -0.49 0.53 2.23
H 0.43 1.11 -2.01
H -0.22 0.61 -3.26
O 0.36 1.31 -2.97
```

lowest unoccupied orbital energy	4.37	eV
net charge	-1
HOMO	-4.312	eV
molar mass	77.06	g mol⁻¹

Löwdin population analysis, charges in e, atoms 1 to 8: number 1, O, carries -0.100; number 2, C, carries -0.773; number 3, O, carries -0.078; number 4, C, carries -0.058; number 5, H, carries 0.058; number 6, H, carries 0.051; number 7, H, carries 0.036; number 8, H, carries -0.017


Run four
The following is a quantum chemistry calculation of a cluster of 2 separate species, C2H5O3 in total, from OMol25.

XYZ file:
```
10
Properties=species:S:1:pos:R:3
O -0.57 -0.88 1.26
C -0.93 0.22 0.72
O -1.17 1.34 1.31
C -0.94 0.30 -0.84
H -1.90 0.08 -1.28
H -0.30 -0.58 -1.21
H -0.13 1.01 -1.17
H 1.36 -0.79 0.08
H 2.32 -0.26 1.05
O 2.26 -0.45 0.09
```

lowest unoccupied orbital energy	4.35	eV
net charge	-1
HOMO	-4.020	eV
molar mass	77.06	g mol⁻¹

Löwdin population analysis, charges in e, atoms 1 to 8: number 1, O, carries -0.136; number 2, C, carries -0.750; number 3, O, carries -0.151; number 4, C, carries -0.073; number 5, H, carries 0.046; number 6, H, carries 0.054; number 7, H, carries 0.078; number 8, H, carries -0.018


Which structure loses on stability? run four does.


Run one
The following is a quantum chemistry calculation of the molecule C23H31N3O3S, from OMol25.

XYZ file:
```
61
Properties=species:S:1:pos:R:3
C 6.49 -3.01 4.46
C 5.02 -2.82 4.80
O 4.26 -2.45 3.65
C 3.86 -3.45 2.84
O 4.09 -4.61 3.06
C 3.08 -2.95 1.68
C 2.89 -1.60 1.45
C 2.12 -1.18 0.38
C 1.54 -2.12 -0.47
N 0.75 -1.72 -1.55
C 0.17 -0.47 -1.70
S 0.36 0.33 -3.13
N -0.56 0.00 -0.67
C -1.10 1.34 -0.74
C -2.42 1.41 -1.52
N -3.04 2.70 -1.36
C -4.47 2.73 -1.59
C -4.95 2.48 -3.02
C -4.38 3.46 -4.05
C -2.92 3.17 -4.41
C -1.88 3.70 -3.42
C -2.32 3.82 -1.95
C -1.11 -0.87 0.36
C -0.40 -0.82 1.67
C 0.04 0.20 2.46
C 0.62 -0.40 3.61
C 0.49 -1.74 3.43
O -0.13 -2.01 2.27
C 1.78 -3.48 -0.27
C 2.53 -3.89 0.80
H 6.89 -2.11 4.00
H 7.05 -3.23 5.36
H 6.60 -3.84 3.76
H 4.88 -2.00 5.50
H 4.61 -3.75 5.21
H 3.34 -0.87 2.11
H 1.98 -0.13 0.19
H 0.97 -2.16 -2.44
H -0.35 1.97 -1.23
H -1.26 1.70 0.28
H -2.21 1.15 -2.57
H -3.11 0.66 -1.12
H -4.83 3.71 -1.26
H -4.92 1.98 -0.93
H -6.04 2.55 -3.02
H -4.69 1.46 -3.32
H -4.49 4.48 -3.68
H -4.98 3.38 -4.96
H -2.71 3.61 -5.38
H -2.81 2.09 -4.52
H -1.56 4.70 -3.72
H -1.00 3.06 -3.48
H -2.97 4.69 -1.84
H -1.43 4.00 -1.34
H -1.09 -1.91 0.01
H -2.16 -0.58 0.50
H -0.03 1.25 2.26
H 1.07 0.10 4.44
H 0.77 -2.58 4.03
H 1.35 -4.20 -0.95
H 2.71 -4.94 0.99
```

lowest unoccupied orbital energy	0.37	eV
structure (SMILES)	CCOC(=O)c1ccc(NC(=S)N(CCN2CCCCCC2)Cc2ccco2)cc1
HOMO	-7.908	eV
molar mass	429.59	g mol⁻¹

Löwdin population analysis, charges in e, atoms 1 to 8: number 1, C, carries -0.060; number 2, C, carries -0.217; number 3, O, carries -0.017; number 4, C, carries -0.454; number 5, O, carries 0.109; number 6, C, carries -0.133; number 7, C, carries -0.005; number 8, C, carries -0.010


Run two
The following is a quantum chemistry calculation of the molecule C23H31N3O3S, from OMol25.

XYZ file:
```
61
Properties=species:S:1:pos:R:3
C -6.97 -2.63 -1.33
C -6.65 -1.91 -0.02
C -5.95 -2.86 0.96
C -5.81 -0.69 -0.28
C -6.29 0.58 0.05
C -5.53 1.71 -0.18
C -4.26 1.61 -0.75
C -3.41 2.83 -0.94
C -2.62 3.12 0.35
N -1.76 2.01 0.70
C -0.41 2.07 0.57
O 0.19 3.08 0.30
C 0.29 0.76 0.81
C -0.17 -0.19 1.71
C 0.53 -1.37 1.90
C 1.69 -1.61 1.19
C 2.15 -0.66 0.30
S 3.64 -0.94 -0.64
O 3.32 -0.95 -2.04
O 4.29 -2.11 -0.11
N 4.46 0.48 -0.31
C 5.09 0.50 0.99
C 6.45 -0.20 0.98
N 7.30 0.38 -0.05
C 8.63 -0.20 -0.02
C 6.67 0.23 -1.35
C 5.34 0.97 -1.36
C 1.47 0.53 0.11
C -3.79 0.35 -1.08
C -4.55 -0.78 -0.85
H -6.07 -3.00 -1.80
H -7.63 -3.48 -1.15
H -7.47 -1.96 -2.03
H -7.60 -1.59 0.43
H -5.02 -3.23 0.54
H -6.59 -3.71 1.18
H -5.73 -2.34 1.89
H -7.27 0.68 0.49
H -5.92 2.68 0.08
H -4.03 3.70 -1.17
H -2.70 2.68 -1.75
H -1.97 3.99 0.21
H -3.31 3.31 1.18
H -2.21 1.12 0.78
H -1.07 0.00 2.29
H 0.17 -2.10 2.61
H 2.26 -2.52 1.32
H 4.42 0.02 1.69
H 5.22 1.55 1.27
H 6.94 -0.06 1.95
H 6.29 -1.28 0.82
H 9.24 0.29 -0.78
H 9.07 -0.02 0.96
H 8.62 -1.28 -0.22
H 7.34 0.66 -2.11
H 6.49 -0.83 -1.59
H 4.82 0.81 -2.31
H 5.49 2.03 -1.19
H 1.84 1.26 -0.58
H -2.81 0.25 -1.53
H -4.15 -1.75 -1.11
```

lowest unoccupied orbital energy	0.49	eV
structure (SMILES)	CC(C)c1ccc(CCNC(=O)c2cccc(S(=O)(=O)N3CCN(C)CC3)c2)cc1
HOMO	-8.646	eV
molar mass	429.59	g mol⁻¹

Löwdin population analysis, charges in e, atoms 1 to 8: number 1, C, carries -0.065; number 2, C, carries -0.393; number 3, C, carries -0.067; number 4, C, carries -0.219; number 5, C, carries -0.024; number 6, C, carries -0.034; number 7, C, carries -0.252; number 8, C, carries -0.128


Which structure loses on stability? run one does.